# 1
ORCA calculation (ωB97M-V with the def2-TZVPD basis set) on a single C4H9NO molecule.

The geometry in ORCA input format:
```
! RIJCOSX wB97M-V def2-TZVPD def2/J DEFGRID3
* xyz 0 1
C -0.8291 -1.8901 -0.6420
N 0.5472 -1.3866 -0.5012
C 0.6365 -0.1362 -0.3117
C 1.8500 0.7578 -0.1097
O -0.5049 0.6237 -0.3909
C -1.0072 1.1531 0.8130
H -1.5984 -1.1153 -0.5343
H -0.9715 -2.3619 -1.6215
H -1.0243 -2.6263 0.1418
H 1.7531 1.5654 -0.8446
H 1.8119 1.2512 0.8734
H 2.8392 0.3085 -0.2260
H -2.0976 1.1201 0.7355
H -0.6600 2.1840 0.9097
H -0.7219 0.5776 1.7065
*
```

Values from the calculation:
**LUMO energy**: 0.96 eV
**Kohn-Sham gap**: 10.78 eV
**Relative energy (zero: lowest compared OMol25 entry of this formula, charge and spin)**: 1.945 eV
**Maximum force**: 0.7 eV/Å
**HOMO level**: -9.82 eV

Charges computed using natural (NBO), reported in e: atom 1 (C): -0.450, atom 2 (N): -0.445, atom 3 (C): 0.556, atom 4 (C): -0.684, atom 5 (O): -0.561, atom 6 (C): -0.258, atom 7 (H): 0.194, atom 8 (H): 0.205, atom 9 (H): 0.200, atom 10 (H): 0.231, atom 11 (H): 0.224, atom 12 (H): 0.237, atom 13 (H): 0.194, atom 14 (H): 0.178, atom 15 (H): 0.180



# 2
ORCA calculation (ωB97M-V with the def2-TZVPD basis set) on a 11-piece molecular cluster, C41H56O17 overall in a non-equilibrium geometry.

The geometry in ORCA input format:
```
! RIJCOSX wB97M-V def2-TZVPD def2/J DEFGRID3
* xyz 0 1
O 4.8033 1.5944 -3.3706
C 3.5723 1.0974 -3.5466
C 2.5093 1.9914 -3.3116
C 1.2273 1.5684 -3.2336
C 0.9863 0.1234 -3.2576
O -0.2127 -0.5456 -3.3266
C 2.0743 -0.8646 -3.3286
C 3.3553 -0.3236 -3.4626
H 5.6023 1.0924 -3.6426
H 2.7133 3.0924 -3.2686
H 0.2983 2.1924 -3.0856
H -0.8397 0.1944 -3.8426
H 1.9033 -1.9566 -3.1086
H 4.2793 -0.8536 -3.5886
O -3.9207 4.9634 -2.5336
C -3.7667 4.2554 -1.2736
C -3.2317 4.9224 -0.2356
C -3.1937 4.2074 0.9894
C -3.5077 2.8834 1.0014
O -3.4067 2.1654 2.2134
C -3.9597 2.1954 -0.0946
C -4.1147 2.9054 -1.3216
H -4.0697 4.3874 -3.2406
H -2.9647 5.8744 -0.3946
H -2.9257 4.6964 2.0194
H -3.8527 1.3764 2.1474
H -3.9147 1.0874 -0.2386
H -4.4517 2.5274 -2.2716
O 0.7823 -5.8146 3.1404
C 0.2063 -5.1636 2.0564
C 0.5613 -5.5796 0.6994
C -0.0827 -4.9736 -0.4336
C -0.9607 -3.9206 -0.2006
O -1.4917 -3.2226 -1.2786
C -1.3607 -3.5576 1.0474
C -0.7347 -4.1456 2.1704
H 0.9073 -5.1816 3.8344
H 1.2543 -6.3556 0.6784
H 0.2233 -5.4446 -1.3376
H -1.1107 -3.4586 -2.2336
H -2.0407 -2.7146 1.1694
H -1.2917 -3.7446 3.0094
O -1.9587 1.1844 -4.5096
C -2.9957 0.2734 -4.5356
C -3.6457 -0.2636 -3.4366
C -4.7857 -1.0386 -3.6226
C -5.3757 -1.3356 -4.8506
O -6.3557 -2.2036 -4.8556
C -4.7387 -0.8316 -6.0026
C -3.5877 -0.0236 -5.8276
H -1.8077 1.4854 -5.3546
H -3.2057 -0.0186 -2.5476
H -5.0327 -1.4856 -2.6616
H -6.3247 -2.5136 -3.9586
H -5.3297 -1.0386 -6.9936
H -3.1427 0.0994 -6.6476
O 4.2853 -3.1026 -2.1246
C 4.0803 -2.8486 -0.8596
C 5.1003 -2.8646 0.0514
C 4.7043 -2.5616 1.4784
C 3.4073 -2.3886 1.7954
O 3.1023 -2.0596 3.0844
C 2.3693 -2.4346 0.8384
C 2.7433 -2.5656 -0.4476
H 5.1513 -2.7926 -2.3366
H 6.0943 -3.0066 -0.2636
H 5.6433 -2.4056 2.0414
H 2.7433 -1.0406 3.2034
H 1.3383 -2.3966 1.2294
H 1.6243 -2.5256 -0.9936
O 4.5153 3.1744 6.0954
C 3.7123 2.2654 5.4284
C 2.9093 2.7364 4.3364
C 2.0793 1.8634 3.6924
C 1.9473 0.5384 4.1774
O 1.0433 -0.3536 3.5074
C 2.6743 0.1334 5.2514
C 3.5693 1.0374 5.8944
H 4.6193 2.8104 6.8854
H 3.1473 3.8794 4.0794
H 1.4973 1.9174 2.8184
H 0.1393 -0.0816 3.3574
H 2.5843 -0.9316 5.5414
H 4.2863 0.6974 6.5904
C -4.5237 -2.6616 -0.0976
O -4.1757 -3.7936 -0.7396
H -4.7787 -2.8366 1.0014
H -5.3037 -2.2096 -0.5496
H -3.5827 -1.9616 -0.1256
H -3.1317 -4.0416 -0.6056
C 3.3813 1.0484 0.3814
O 4.0623 1.6104 -0.5816
H 2.5983 0.5904 0.1024
H 3.0673 1.7384 1.1824
H 3.7673 0.1064 0.8244
H 3.5153 1.5304 -1.2396
C -0.8597 -0.0366 -0.0006
O -1.0877 0.4504 1.2624
H -1.8807 -0.4716 -0.5186
H 0.0233 -0.7936 0.2204
H -0.4627 0.6254 -0.6316
H -0.6977 1.3134 1.5014
C -0.9447 2.3804 4.8104
O -1.6217 1.4094 4.2034
H -1.5727 2.6744 5.5524
H -0.7487 3.3284 4.3684
H -0.0017 2.0344 5.4384
H -2.1177 1.6674 3.3954
C 1.3203 4.1474 -0.2456
O 1.1843 4.3444 1.2194
H 2.4303 4.0434 -0.4006
H 0.8713 5.0004 -0.8386
H 0.8263 3.2514 -0.5186
H 1.7703 4.9524 1.3694
*
```

Values from the calculation:
**LUMO energy**: 0.12 eV
**Kohn-Sham gap**: 7.82 eV
**Relative energy (zero: lowest compared OMol25 entry of this formula, charge and spin)**: 0.000 eV
**Maximum force**: 8.3 eV/Å
**HOMO level**: -7.70 eV

Atom charges from the Mulliken analysis, given in e for atoms 1 to 99: atom 1 (O): -0.488, atom 2 (C): 0.193, atom 3 (C): -0.100, atom 4 (C): -0.533, atom 5 (C): 0.559, atom 6 (O): -0.578, atom 7 (C): -0.887, atom 8 (C): -0.237, atom 9 (H): 0.334, atom 10 (H): 0.267, atom 11 (H): 0.425, atom 12 (H): 0.369, atom 13 (H): 0.468, atom 14 (H): 0.296, atom 15 (O): -0.572, atom 16 (C): 0.984, atom 17 (C): -1.024, atom 18 (C): -0.207, atom 19 (C): 0.309, atom 20 (O): -0.593, atom 21 (C): 0.208, atom 22 (C): -1.121, atom 23 (H): 0.264, atom 24 (H): 0.698, atom 25 (H): 0.253, atom 26 (H): 0.231, atom 27 (H): 0.165, atom 28 (H): 0.344, atom 29 (O): -0.605, atom 30 (C): 0.126, atom 31 (C): -0.532, atom 32 (C): -1.092, atom 33 (C): 0.331, atom 34 (O): -0.295, atom 35 (C): 0.622, atom 36 (C): -0.584, atom 37 (H): 0.324, atom 38 (H): 0.539, atom 39 (H): 0.432, atom 40 (H): 0.283, atom 41 (H): 0.182, atom 42 (H): 0.364, atom 43 (O): -0.329, atom 44 (C): 0.173, atom 45 (C): -0.595, atom 46 (C): -0.152, atom 47 (C): 0.620, atom 48 (O): -0.561, atom 49 (C): -0.592, atom 50 (C): -1.126, atom 51 (H): 0.230, atom 52 (H): 1.147, atom 53 (H): -0.114, atom 54 (H): 0.324, atom 55 (H): 0.272, atom 56 (H): 0.674, atom 57 (O): -0.532, atom 58 (C): 0.562, atom 59 (C): -0.839, atom 60 (C): -0.523, atom 61 (C): -0.748, atom 62 (O): -0.628, atom 63 (C): 0.997, atom 64 (C): 0.682, atom 65 (H): 0.300, atom 66 (H): 0.425, atom 67 (H): 0.352, atom 68 (H): 0.095, atom 69 (H): 0.414, atom 70 (H): -0.766, atom 71 (O): -0.518, atom 72 (C): 0.750, atom 73 (C): -0.770, atom 74 (C): -0.236, atom 75 (C): -0.304, atom 76 (O): -0.424, atom 77 (C): 0.280, atom 78 (C): -0.841, atom 79 (H): 0.257, atom 80 (H): 0.177, atom 81 (H): 0.897, atom 82 (H): 0.176, atom 83 (H): 0.419, atom 84 (H): 0.400, atom 85 (C): -0.216, atom 86 (O): -0.675, atom 87 (H): 0.267, atom 88 (H): 0.466, atom 89 (H): -0.341, atom 90 (H): 0.470, atom 91 (C): -0.334, atom 92 (O): -0.482, atom 93 (H): -0.171, atom 94 (H): 0.353, atom 95 (H): 0.401, atom 96 (H): 0.219, atom 97 (C): 0.609, atom 98 (O): -0.282, atom 99 (H): -0.816



# 3
ORCA calculation (ωB97M-V with the def2-TZVPD basis set) on C33H45IrN5S as an isolated structure in a non-equilibrium geometry.

The geometry in ORCA input format:
```
! RIJCOSX wB97M-V def2-TZVPD def2/J DEFGRID3
* xyz -1 5
Ir 0.3426 0.2054 0.1275
N -0.0140 -1.5668 2.5720
N -1.7104 1.2045 1.5909
C 0.4015 0.1286 -2.0758
C -0.8362 -0.5497 -1.8213
C -0.5698 -1.6729 -0.9968
C -1.5724 -2.6683 -0.5052
H -2.5933 -2.3025 -0.6557
H -1.4384 -2.9036 0.5565
H -1.4631 -3.6052 -1.0698
C 0.8433 -1.7343 -0.7547
C 1.5249 -2.7947 0.0372
H 1.6381 -3.7085 -0.5643
H 0.9406 -3.0230 0.9354
H 2.5182 -2.4645 0.3632
C 1.4615 -0.6374 -1.4708
C 2.9127 -0.3781 -1.6816
H 3.5185 -0.7395 -0.8484
H 3.1043 0.6940 -1.8075
H 3.2488 -0.8900 -2.5927
C -2.1851 -0.1055 -2.3000
H -2.6905 -0.9318 -2.8144
H -2.0892 0.7309 -3.0004
H -2.8395 0.2211 -1.4747
C 0.5870 1.3538 -2.9108
H 1.1438 2.1237 -2.3621
H -0.3789 1.7769 -3.1913
H 1.1401 1.1076 -3.8258
C 0.4563 -2.3242 3.5685
H 1.1668 -3.1052 3.2931
C 0.0263 -2.1741 4.8805
H 0.4605 -2.7886 5.6668
C -0.9723 -1.2426 5.1753
H -1.3352 -1.0899 6.1912
C -1.5508 -0.5488 4.1361
H -2.3866 0.1428 4.2408
C -1.0685 -0.7787 2.8293
C -1.7002 -0.1814 1.7046
H -2.4072 -0.7546 1.0906
C -0.7874 1.6595 0.6843
C -2.6201 2.2284 1.8941
H -3.3703 2.0808 2.6484
C -2.3011 3.2821 1.1262
H -2.8001 4.2261 1.0079
N -1.1729 2.9386 0.3542
C -0.6559 3.7741 -0.6962
C -1.4619 4.0445 -1.8192
C -0.9539 4.8956 -2.8040
H -1.5695 5.1036 -3.6797
C 0.3050 5.4862 -2.6755
C 0.8397 6.4088 -3.7284
H 1.7106 5.9714 -4.2345
H 1.1662 7.3607 -3.2901
H 0.0792 6.6224 -4.4855
C 1.0604 5.2268 -1.5320
H 2.0303 5.7019 -1.3972
C 0.5838 4.3984 -0.5174
C 1.3177 4.2506 0.7748
H 0.7326 4.6317 1.6222
H 2.2427 4.8339 0.7194
H 1.5903 3.2118 0.9870
C -2.8342 3.4630 -1.9687
H -3.6004 4.1422 -1.5654
H -2.9435 2.4905 -1.4801
H -3.0579 3.3269 -3.0375
C 3.9836 -2.8174 2.3781
N 3.9831 -1.3920 2.0180
C 5.0348 -0.9995 1.0729
C 2.9949 -0.5309 2.4255
S 2.2433 0.5844 1.3008
N 2.7474 -0.3707 3.7330
C 3.4897 -1.1046 4.7563
C 1.8619 0.6932 4.1840
H 4.7747 -3.0247 3.1154
H 4.2000 -3.4065 1.4785
H 3.0002 -3.1365 2.7637
H 4.8637 0.0202 0.7043
H 6.0064 -1.0455 1.5949
H 5.0453 -1.7072 0.2298
H 3.4369 -0.5212 5.6855
H 3.0460 -2.0957 4.9415
H 4.5356 -1.2092 4.4326
H 2.2328 1.6629 3.8271
H 0.8375 0.5370 3.8227
H 1.8474 0.6887 5.2766
*
```

Values from the calculation:
**<S²>**: 6.037
**LUMO energy (alpha / beta)**: 2.43 / 2.41 eV
**Kohn-Sham gap (alpha / beta)**: 2.40 / 5.90 eV
**Relative energy (zero: lowest compared OMol25 entry of this formula, charge and spin)**: 0.000 eV
**Maximum force**: 3.2 eV/Å
**HOMO level (alpha / beta)**: 0.03 / -3.49 eV

Charges computed using Mulliken, reported in e: atom 1 (Ir): 1.359, atom 2 (N): 0.871, atom 3 (N): 1.022, atom 4 (C): 0.427, atom 5 (C): 0.293, atom 6 (C): 1.037, atom 7 (C): -1.604, atom 8 (H): 0.477, atom 9 (H): 0.302, atom 10 (H): 0.341, atom 11 (C): -0.490, atom 12 (C): -0.492, atom 13 (H): 0.409, atom 14 (H): 0.119, atom 15 (H): -0.323, atom 16 (C): 0.766, atom 17 (C): -0.519, atom 18 (H): -0.185, atom 19 (H): 0.267, atom 20 (H): 0.333, atom 21 (C): -1.656, atom 22 (H): 0.408, atom 23 (H): 0.455, atom 24 (H): 0.166, atom 25 (C): -1.530, atom 26 (H): 0.108, atom 27 (H): 0.379, atom 28 (H): 0.351, atom 29 (C): -0.446, atom 30 (H): 0.476, atom 31 (C): -0.905, atom 32 (H): 0.368, atom 33 (C): -1.141, atom 34 (H): 0.302, atom 35 (C): -0.395, atom 36 (H): 0.291, atom 37 (C): 0.442, atom 38 (C): -1.671, atom 39 (H): 0.459, atom 40 (C): -1.721, atom 41 (C): -0.921, atom 42 (H): 0.561, atom 43 (C): -0.829, atom 44 (H): 0.548, atom 45 (N): 1.335, atom 46 (C): -0.042, atom 47 (C): 0.895, atom 48 (C): -0.916, atom 49 (H): 0.291, atom 50 (C): 0.886, atom 51 (C): -1.492, atom 52 (H): 0.297, atom 53 (H): 0.346, atom 54 (H): 0.360, atom 55 (C): -1.226, atom 56 (H): 0.343, atom 57 (C): 1.377, atom 58 (C): -1.383, atom 59 (H): 0.271, atom 60 (H): 0.434, atom 61 (H): 0.183, atom 62 (C): -1.922, atom 63 (H): 0.376, atom 64 (H): 0.134, atom 65 (H): 0.470, atom 66 (C): -1.187, atom 67 (N): 0.442, atom 68 (C): -1.377, atom 69 (C): -0.144, atom 70 (S): -0.586, atom 71 (N): 0.496, atom 72 (C): -1.124, atom 73 (C): -1.012, atom 74 (H): 0.341, atom 75 (H): 0.414, atom 76 (H): 0.236, atom 77 (H): 0.364, atom 78 (H): 0.340, atom 79 (H): 0.366, atom 80 (H): 0.350, atom 81 (H): 0.289, atom 82 (H): 0.362, atom 83 (H): 0.296, atom 84 (H): 0.292, atom 85 (H): 0.316



# 4
ORCA calculation (ωB97M-V with the def2-TZVPD basis set) on a single C3H5ClN4O2 molecule in a non-equilibrium geometry.

The geometry in ORCA input format:
```
! RIJCOSX wB97M-V def2-TZVPD def2/J DEFGRID3
* xyz 0 1
C -1.5265 -0.5540 -1.3848
C 0.8455 0.1923 -0.2531
C -0.5575 0.7655 1.6483
N -1.5033 0.1200 -0.2224
N -0.4017 -0.9913 -1.7994
N -0.3639 0.2843 0.3350
N 2.0705 0.1012 0.4720
O 3.0086 0.3555 -0.2542
O 2.0490 -0.3385 1.6199
Cl -0.2161 -2.0190 -3.0723
H -2.5802 -0.8744 -1.5715
H 1.0547 0.2564 -1.3794
H -0.2016 1.8013 1.6940
H -1.6279 0.7152 1.7986
H -0.0494 0.1854 2.3691
*
```

Values from the calculation:
**LUMO energy (alpha / beta)**: -1.41 / -1.41 eV
**Kohn-Sham gap (alpha / beta)**: 7.39 / 7.39 eV
**Relative energy (zero: lowest compared OMol25 entry of this formula, charge and spin)**: 1.249 eV
**Maximum force**: 3.2 eV/Å
**HOMO level (alpha / beta)**: -8.80 / -8.80 eV

Charges computed using natural (NBO), reported in e: atom 1 (C): 0.201, atom 2 (C): 0.060, atom 3 (C): -0.421, atom 4 (N): -0.324, atom 5 (N): -0.542, atom 6 (N): -0.054, atom 7 (N): 0.481, atom 8 (O): -0.360, atom 9 (O): -0.400, atom 10 (Cl): 0.159, atom 11 (H): 0.194, atom 12 (H): 0.295, atom 13 (H): 0.217, atom 14 (H): 0.246, atom 15 (H): 0.247